No. 1
Formula: C7H10N3O
Source: the OMol25 dataset
Level of theory: ωB97M-V/def2-TZVPD

Element x y z (Å)
C  0.41933  2.04088  -2.67402
C  0.17070  3.02386  -1.65566
C  0.51286  0.67682  -2.43020
C  0.17742  2.50613  -0.35041
C  0.56892  0.30932  -1.12368
C  -0.70025  -1.25851  0.98082
C  -0.46736  -3.27774  2.19603
N  0.27686  1.16151  -0.10341
N  -0.41410  -1.78525  2.05457
N  0.22860  0.50702  1.04669
O  -1.16472  -1.43177  -0.06012
H  0.71231  2.19498  -3.73292
H  0.27204  4.06679  -1.80442
H  0.74465  0.06398  -3.33806
H  -0.21072  3.16124  0.46877
H  0.69494  -0.74615  -0.81215
H  0.29408  -3.68397  2.85331
H  -1.42049  -3.60239  2.70393
H  -0.45481  -3.78102  1.15118
H  -0.10358  -1.15812  2.79604
H  -0.13667  1.01239  1.83371

Properties
energy: -13929.384 eV
lowest unoccupied orbital energy: -3.791 eV
Kohn-Sham gap: 8.9 eV
charge: +1



No. 2
Formula: C34H99N3O14
Source: the OMol25 dataset
Level of theory: ωB97M-V/def2-TZVPD

Element x y z (Å)
C  9.78517  -9.69169  -12.50303
C  8.47049  -9.27649  -13.16415
O  7.74986  -10.44227  -13.34660
H  9.57843  -10.35868  -11.66607
H  10.29464  -8.81772  -12.09719
H  10.41161  -10.12613  -13.28209
H  8.71844  -8.74702  -14.08409
H  7.96444  -8.61188  -12.46392
H  8.15777  -10.91872  -14.07337
C  4.47945  -8.35085  -4.56483
C  5.83494  -7.68651  -4.79629
O  6.45643  -8.29022  -5.91022
H  3.74835  -7.74972  -5.10542
H  4.22683  -8.22901  -3.51154
H  4.43124  -9.37510  -4.93456
H  6.46867  -7.88051  -3.93092
H  5.70933  -6.60446  -4.83457
H  6.71523  -9.18150  -5.66481
C  1.65260  -14.59026  -8.62787
C  2.28597  -14.23761  -9.96195
O  3.73682  -14.00512  -9.84071
H  1.85427  -13.88341  -7.82300
H  1.99463  -15.59542  -8.38135
H  0.56923  -14.64062  -8.73680
H  1.77567  -13.35186  -10.34027
H  2.17616  -14.97143  -10.76042
H  4.03258  -13.58049  -10.64930
C  16.18634  -13.97564  -18.88084
C  15.30882  -14.68689  -17.77868
O  14.74826  -13.68086  -16.95867
H  15.61471  -13.22216  -19.42268
H  16.51164  -14.74543  -19.58064
H  17.00924  -13.35876  -18.51973
H  15.82201  -15.41619  -17.15191
H  14.50786  -15.23416  -18.27573
H  15.39358  -13.50508  -16.26999
C  11.56337  -2.17453  -8.99350
C  10.99053  -3.32759  -8.22704
O  9.85103  -3.74336  -8.84150
H  10.96666  -1.26727  -9.08801
H  11.82748  -2.63034  -9.94775
H  12.54830  -1.90543  -8.61192
H  10.91139  -3.18622  -7.14915
H  11.67988  -4.16637  -8.13021
H  9.45837  -4.41820  -8.28294
C  5.70230  -1.43501  -15.19790
C  6.29026  -2.51660  -14.25314
O  7.45982  -2.02207  -13.76714
H  4.63149  -1.55872  -15.35951
H  6.18630  -1.50773  -16.17183
H  5.81400  -0.46302  -14.71741
H  6.51517  -3.40494  -14.84336
H  5.64205  -2.86337  -13.44836
H  7.56706  -2.36061  -12.87524
C  17.28344  -9.24270  -13.33444
C  17.35523  -10.18591  -12.11762
O  17.12874  -11.50362  -12.55484
H  16.36226  -9.37519  -13.90186
H  18.07594  -9.44898  -14.05382
H  17.43443  -8.20058  -13.05290
H  16.57950  -9.93003  -11.39589
H  18.33651  -10.07060  -11.65730
H  17.84398  -12.05777  -12.23403
C  1.42814  -6.94684  -17.40042
C  0.48351  -5.78628  -17.53531
O  -0.48025  -5.92555  -18.61288
H  0.96331  -7.85366  -17.01349
H  2.30262  -6.72298  -16.78947
H  1.83387  -7.18083  -18.38467
H  1.07487  -4.88442  -17.69358
H  -0.10136  -5.61798  -16.63104
H  -1.13920  -5.25399  -18.42214
C  8.24443  -9.67823  -19.96061
C  9.56392  -10.21561  -19.38028
O  9.35673  -11.33016  -18.51559
H  8.41393  -8.65541  -20.29708
H  7.46997  -9.76968  -19.19908
H  7.90966  -10.16733  -20.87539
H  10.03982  -9.42973  -18.79377
H  10.21269  -10.58384  -20.17502
H  10.12093  -11.56631  -17.98471
C  12.04949  -3.80751  -17.88228
C  13.50895  -4.24647  -18.09793
O  14.01253  -3.55599  -19.28261
H  11.73850  -4.16528  -16.90076
H  11.38983  -4.19804  -18.65715
H  11.91960  -2.72566  -17.85332
H  13.55645  -5.33336  -18.16527
H  14.09534  -3.92227  -17.23820
H  14.06757  -2.62822  -19.04219
C  14.27220  -12.41328  -5.56417
C  14.25632  -11.22969  -4.60284
O  15.59133  -11.06561  -4.10512
H  13.25456  -12.55010  -5.92995
H  14.64460  -13.32722  -5.10143
H  14.70465  -12.17404  -6.53568
H  13.57329  -11.43344  -3.77818
H  13.83888  -10.33695  -5.06852
H  16.08588  -10.46697  -4.66961
C  4.14010  -16.42223  -18.30618
C  4.98758  -17.72762  -18.17910
C  4.22339  -19.04990  -18.63159
O  3.07311  -19.16114  -17.88797
C  2.27844  -20.32240  -18.10592
N  6.18361  -17.45064  -18.93430
H  3.74703  -16.24405  -19.30710
H  4.65953  -15.50683  -18.02272
H  3.33809  -16.46589  -17.56931
H  5.23990  -17.87217  -17.12859
H  4.91331  -19.89301  -18.59593
H  3.85771  -19.04314  -19.65840
H  2.01663  -20.43163  -19.15837
H  1.38428  -20.25701  -17.48599
H  2.82715  -21.22967  -17.85317
H  6.03360  -17.41828  -19.93258
H  6.47770  -16.50049  -18.75870
C  -3.38151  -10.14772  -9.95471
C  -3.32973  -8.74167  -10.50481
C  -1.90461  -8.34886  -11.11297
O  -0.96262  -8.44885  -10.05230
C  0.36422  -8.16285  -10.46444
N  -4.31726  -8.61713  -11.55194
H  -3.06770  -10.88975  -10.68889
H  -4.41196  -10.41506  -9.72062
H  -2.91760  -10.18217  -8.96896
H  -3.57490  -8.06428  -9.68680
H  -1.96188  -7.37418  -11.59753
H  -1.61404  -8.94999  -11.97454
H  1.11346  -8.71264  -9.89482
H  0.57170  -7.09303  -10.44110
H  0.49575  -8.44806  -11.50822
H  -4.66280  -7.68568  -11.73393
H  -4.05189  -9.02816  -12.43553
C  12.04771  -22.76364  -12.30185
C  11.54304  -21.84059  -13.39796
C  11.91504  -20.35322  -13.07785
O  11.35556  -19.96138  -11.80544
C  11.44703  -18.52055  -11.55530
N  12.21991  -22.34887  -14.57237
H  13.13187  -22.78752  -12.19171
H  11.72415  -23.79244  -12.45988
H  11.65313  -22.49318  -11.32243
H  10.45827  -21.94554  -13.41641
H  11.58990  -19.72352  -13.90601
H  12.98532  -20.20354  -12.93571
H  10.79964  -17.99322  -12.25594
H  12.47617  -18.19913  -11.71552
H  11.18441  -18.37275  -10.50779
H  11.77985  -23.21080  -14.86139
H  12.20305  -21.76407  -15.39568

Properties
energy: -69990.250 eV
lowest unoccupied orbital energy: 0.181 eV
Kohn-Sham gap: 9.1 eV



Here are the calculated energy relative to the best compared isomer or geometry (same formula, charge and spin) numbers, same order: 3.5663 5.2674 (eV).